77
Properties=species:S:1:pos:R:3:lowdin_spin:R:1 method="wB97M-V/def2-TZVPD" spin_multiplicity=2 total_energy_ha=-6152.72589 charge=+2 s2=0.8102 relative_energy_ev=0.000
C 7.8394 -4.1887 -3.2335 0.010
C 7.7810 -3.0854 -2.3615 0.007
C 8.9915 -2.5867 -1.8430 0.010
C 10.1905 -3.2077 -2.2377 -0.002
N 10.2579 -4.2480 -3.0696 0.009
C 9.1045 -4.7178 -3.5497 -0.002
C 6.4965 -2.5099 -1.9441 0.069
C 5.5081 -2.1851 -1.2938 0.012
C 4.3177 -1.8831 -0.6508 0.059
C 3.2812 -1.4366 -1.4870 0.059
C 2.3251 -0.6598 -0.8519 0.034
C 2.2788 -0.6408 0.5517 0.150
C 3.2680 -1.1968 1.3791 0.056
C 4.3465 -1.8244 0.7653 -0.021
Cu 1.0471 0.7019 0.1621 -0.001
P 0.6554 2.2612 -1.2610 -0.006
H 8.9676 -1.7579 -1.1250 0.000
H 6.9085 -4.6257 -3.6135 0.000
H 11.1234 -2.8232 -1.8457 0.000
H 9.1585 -5.5613 -4.2249 0.000
H 5.1646 -2.2697 1.3736 -0.001
H 3.3177 -1.5845 -2.5792 0.002
H 3.3899 -1.1689 2.4793 0.002
H 1.6966 -0.1660 -1.6134 -0.001
C -0.7625 3.1778 -0.5557 -0.001
C -0.6761 4.7015 -0.5745 0.000
H -0.8414 2.8164 0.4810 0.000
H -1.6723 2.8281 -1.0688 0.000
H -1.6084 5.1381 -0.1869 0.000
H 0.1318 5.0642 0.0711 0.000
H -0.5264 5.1103 -1.5826 0.000
C 2.2596 3.1956 -1.1729 -0.001
C 3.2333 3.1151 -2.3429 0.000
H 2.7565 2.6713 -0.3374 0.000
H 2.1277 4.2395 -0.8388 0.000
H 4.2265 3.4636 -2.0281 0.000
H 3.3554 2.0805 -2.6894 0.000
H 2.9362 3.7491 -3.1866 0.000
C 0.2465 2.1644 -3.0442 -0.001
C -0.1120 3.4419 -3.8136 0.000
H -0.5995 1.4658 -3.1145 0.000
H 1.0870 1.6690 -3.5518 0.000
H -0.2571 3.2165 -4.8776 0.000
H -1.0523 3.8846 -3.4769 0.000
H 0.6672 4.2100 -3.7758 0.000
Br 0.9754 -2.1952 2.4114 0.606
P 2.7313 1.8298 2.9043 -0.019
C 2.5414 3.2849 1.9007 -0.002
C 2.6603 4.6062 2.6896 -0.001
H 1.5314 3.2059 1.4473 0.000
H 3.2850 3.3094 1.0848 0.000
H 2.8079 5.4719 2.0355 0.000
H 1.7554 4.7931 3.2795 0.000
H 3.5100 4.5521 3.3797 0.000
C 1.4094 1.2958 4.0240 -0.005
C 1.6956 1.1181 5.5413 -0.001
H 1.0381 0.3296 3.6080 -0.003
H 0.5920 2.0492 3.9578 0.000
H 0.7931 0.7375 6.0300 0.000
H 2.4889 0.4016 5.7577 0.000
H 1.9530 2.0433 6.0603 0.000
C 4.2398 0.8873 2.7230 -0.006
C 5.5337 1.4920 3.3238 -0.004
H 4.4233 0.7070 1.6469 -0.002
H 4.0955 -0.0979 3.2164 0.000
H 6.3623 0.7664 3.2794 0.000
H 5.8480 2.3894 2.7706 0.000
H 5.3463 1.7515 4.3737 0.000
N -1.2936 -1.4653 -0.0217 -0.001
C -2.0311 -2.3950 -0.6750 0.000
C -1.7929 -2.2143 -2.0351 0.000
C -0.8453 -1.1822 -2.1220 0.000
N -0.5762 -0.7195 -0.8819 -0.004
H -0.9620 -1.4676 0.9710 0.000
H -2.6993 -3.0459 -0.1317 0.000
H -2.2399 -2.7125 -2.8680 0.000
H -0.3590 -0.7643 -2.9913 0.000